The following is a DFT calculation (wB97M-V/def2-TZVPD) of a cluster of 2 separate species, C21H38NO3 in total in a non-equilibrium geometry.

Values from the calculation:
Highest occupied orbital energy = -12.70 eV
Orbital gap = 8.543 eV
Calculated total energy = -30017.9059 eV
E_LUMO = -4.153 eV
Charge = +1
Spin multiplicity = 1

Last column: natural (NBO) charge in e.
Positions of all 63 atoms, in Å:
O  4.60757  0.84972  -3.33938  -0.473
O  0.93102  0.65840  2.64260  -0.472
O  5.36462  1.40168  -0.54813  -0.659
N  2.39354  1.06296  -2.70750  -0.468
C  -0.65725  -2.28252  -2.10813  -0.617
C  -3.27429  0.22895  1.67850  -0.396
C  -3.64174  0.29381  4.77363  -0.398
C  0.98584  1.74743  2.13961  0.421
C  -3.59690  -0.99231  2.53850  -0.400
C  1.34899  1.30500  -1.85204  0.290
C  4.93344  -1.56499  -2.57635  -0.453
C  0.51127  1.97165  0.65145  -0.547
C  -2.29742  -0.22391  5.27410  -0.612
C  -4.34829  -0.68703  3.83642  -0.399
C  -4.52902  0.95150  1.19864  -0.612
C  3.72458  1.07376  -2.33670  0.506
C  1.59379  1.62375  -0.42770  -0.019
C  4.05959  1.35736  -0.96274  0.233
C  -0.09611  1.27198  -2.48078  -0.439
C  -2.97161  -1.26458  -2.69421  -0.616
C  5.22117  -1.94269  -1.05295  -0.633
C  2.99116  1.62460  0.01250  -0.150
C  -1.07734  0.21926  -1.82775  -0.420
C  5.57392  -0.19082  -3.02200  -0.093
C  -1.39880  -1.04484  -2.74012  -0.216
H  5.85282  -1.17759  -0.53392  0.217
H  -0.50751  2.31637  -2.39835  0.251
H  -1.15045  -0.89388  -3.82111  0.202
H  3.31703  1.83124  1.05407  0.245
H  -3.52938  -0.36582  -3.06014  0.213
H  2.16564  0.86306  -3.68689  0.457
H  -0.75369  -0.15733  -0.82962  0.222
H  -2.42173  -1.16475  5.81469  0.207
H  -1.11030  -3.25755  -2.42221  0.229
H  -0.46761  1.45494  0.51852  0.271
H  5.43683  -2.36907  -3.17955  0.238
H  -0.00685  1.01268  -3.56457  0.222
H  -4.51724  -1.62884  4.36880  0.208
H  -3.50442  1.26254  4.28380  0.187
H  3.83927  -1.60141  -2.79605  0.208
H  -1.84452  0.49900  5.95558  0.211
H  -2.06221  0.74516  -1.67405  0.231
H  -1.59532  -0.38722  4.45351  0.198
H  -3.27613  -2.13755  -3.33654  0.223
H  -4.28903  0.47682  5.63654  0.209
H  -5.12331  1.32426  2.03383  0.212
H  -4.25981  1.80715  0.57511  0.201
H  6.12190  -0.39801  -3.98126  0.220
H  -2.66482  -1.51743  2.76890  0.202
H  0.30872  3.07933  0.56540  0.243
H  4.24599  -2.11800  -0.52960  0.218
H  0.41239  -2.24491  -2.44254  0.198
H  -5.15554  0.28249  0.60349  0.206
H  5.48762  2.03255  0.18230  0.509
H  1.33901  2.62805  2.75935  0.139
H  -5.34274  -0.29569  3.60194  0.202
H  6.37466  0.14881  -2.30963  0.213
H  -2.68752  -0.08863  0.80850  0.184
H  -4.19691  -1.69414  1.94880  0.203
H  -2.63680  0.93040  2.22687  0.188
H  -0.66733  -2.26726  -0.98891  0.212
H  -3.30765  -1.48743  -1.64777  0.212
H  5.82525  -2.89044  -1.02677  0.230


The following is a DFT calculation (wB97M-V/def2-TZVPD) of a structure of composition C38H51N5P2S4SbSi2Ti.

Values from the calculation:
Highest occupied orbital energy (alpha / beta) = -1.56 / -2.03 eV
Orbital gap (alpha / beta) = 5.466 / 5.935 eV
Expectation value of S² = 0.75
Calculated total energy = -155022.6742 eV
E_LUMO (alpha / beta) = 3.902 / 3.901 eV
ΔE to the lowest compared entry with this formula, charge and spin = 0.0 kcal/mol
Charge = -2
Spin multiplicity = 2

Last column: Mulliken spin population.
Positions of all 104 atoms, in Å:
Sb  0.62116  -3.69114  3.18547  0.009
Ti  0.42877  -1.67308  0.39554  0.986
S  -1.04312  -4.92356  4.17041  0.026
S  -0.11343  -1.44923  2.73306  -0.035
S  0.74339  -4.10453  0.85338  -0.032
S  2.67037  -3.59191  4.19338  0.009
P  -0.80900  1.35193  -0.01981  -0.063
P  2.14473  0.33861  -0.18224  -0.099
Si  -3.57519  0.73603  1.19055  0.000
Si  4.00698  -2.03375  -0.11609  0.014
N  -2.00546  0.59887  0.64238  0.014
N  -2.55830  -2.90375  0.99800  0.013
N  -3.24768  -3.39960  -1.16493  0.000
N  -1.25667  -2.22429  -0.77098  -0.021
N  2.47090  -1.24422  0.01951  0.030
C  -0.32146  2.77061  1.03978  -0.011
C  0.11408  3.53246  3.29033  -0.001
C  4.07091  -3.78606  0.50276  0.000
C  3.29183  1.22396  -3.99564  0.001
C  -4.78645  -0.12555  0.01625  0.000
C  2.58544  0.85253  -2.86213  0.002
C  0.41503  4.80204  2.81206  0.001
C  -1.65829  2.22639  -3.95230  0.000
C  -2.31733  3.27348  -1.47589  0.001
C  -1.10459  1.69301  -2.79455  0.001
C  4.42646  1.51220  -1.48370  0.000
C  4.53714  -2.10407  -1.93116  -0.001
C  -3.59012  -3.72264  1.59969  0.000
C  -3.79298  -0.01103  2.90024  0.000
C  2.98249  0.57157  2.44584  0.003
C  3.62830  2.61204  3.54355  0.000
C  2.78706  1.26419  1.25144  0.015
C  3.14170  0.98544  -1.59268  0.004
C  5.13708  1.89128  -2.61520  0.000
C  3.42067  3.31166  2.36187  0.000
C  0.50409  0.38028  -0.43820  0.116
C  4.57317  1.74532  -3.87476  0.000
C  -1.09339  -2.18644  -2.21171  0.010
C  -4.27170  -4.30843  -0.68776  0.000
C  -2.33048  -2.82844  -0.31770  -0.004
C  3.39993  1.24404  3.58574  0.000
C  -2.54108  3.29367  -3.87241  0.000
C  0.37221  5.04976  1.44790  -0.001
C  -1.42563  2.20261  -1.54138  -0.002
C  -2.42192  -1.83467  -2.86012  0.001
C  -0.26095  2.52710  2.41256  0.004
C  0.02190  4.03392  0.56683  0.004
C  5.34798  -1.12636  0.85183  0.000
C  2.99581  2.64147  1.22468  -0.002
C  -2.86685  3.81809  -2.62700  0.000
C  -3.90077  -4.87623  0.66867  0.000
C  -3.39951  -2.94908  -2.53697  0.000
C  -4.22984  2.51269  1.35365  0.001
H  3.95503  3.13762  4.43381  0.000
H  -3.01369  -5.50874  0.58767  0.000
H  -5.14720  2.51880  1.95211  0.000
H  -4.71101  0.31263  -0.98424  0.000
H  3.75417  -3.85825  1.54577  0.000
H  -2.76606  -0.88604  -2.44073  -0.001
H  6.32080  -1.57487  0.62506  0.000
H  -5.24046  -3.78943  -0.62998  0.000
H  -1.82400  -2.53781  1.60873  -0.016
H  -5.82454  -0.03399  0.35248  0.000
H  5.42116  -2.74365  -2.02408  0.000
H  -0.33326  -1.43596  -2.43625  0.015
H  -3.55590  4.65173  -2.55036  0.000
H  -0.73379  -3.15445  -2.59192  -0.009
H  4.77265  -1.13192  -2.36862  0.000
H  3.53986  0.68447  4.50238  0.000
H  -1.39561  1.80935  -4.91811  0.000
H  -3.20086  -4.08181  2.55398  -0.001
H  3.57060  4.38443  2.32839  0.000
H  5.11590  -4.11325  0.42847  0.000
H  2.80082  -0.49538  2.49561  0.010
H  6.13649  2.29702  -2.51018  0.000
H  2.81919  3.19858  0.31187  0.000
H  3.73586  -2.55541  -2.52395  -0.001
H  -4.72368  -5.47946  1.05569  0.000
H  3.44447  -4.46022  -0.08002  0.000
H  0.00563  4.23329  -0.49890  0.000
H  -0.50102  1.53437  2.78109  0.000
H  0.69955  5.58967  3.50042  0.000
H  0.17407  3.32164  4.35137  0.000
H  1.58466  0.44519  -2.93836  0.001
H  -3.46960  -1.05122  2.93684  0.000
H  -3.49846  3.15610  1.85229  0.000
H  -4.37756  -5.10819  -1.43018  0.000
H  -2.58579  3.68425  -0.51031  0.000
H  -2.97191  3.71494  -4.77337  0.000
H  -3.17972  0.52718  3.62826  0.000
H  5.41022  -0.05702  0.64865  0.001
H  4.88216  1.62570  -0.50922  0.000
H  -0.40937  0.86374  -2.84100  0.013
H  5.12895  2.03774  -4.75795  0.000
H  -4.83807  0.04300  3.22416  0.000
H  -2.33631  -1.72162  -3.94329  0.000
H  -4.46598  2.95246  0.38129  0.000
H  -3.23831  -3.80205  -3.20950  0.000
H  -4.54305  -1.18894  -0.06141  0.000
H  -4.49603  -3.12903  1.78271  0.000
H  0.62175  6.03347  1.06525  0.000
H  2.84222  1.10557  -4.97458  0.000
H  5.16173  -1.25214  1.92146  0.000
H  -4.43417  -2.61131  -2.68135  0.000